Here is C18H24N2O5S in the gas phase from OMol25. Energies are from ωB97M-V/def2-TZVPD.

Each line ends with the natural charge from an NBO analysis.
Geometry (Å):
1 C -5.00212 -1.86421 0.54517  -0.647
2 C -4.15113 -1.09885 1.54697  -0.071
3 O -2.97046 -0.58939 0.91991  -0.539
4 C -3.10804 0.51257 0.16539  0.805
5 O -4.10168 1.20087 0.16594  -0.607
6 C -1.89360 0.80379 -0.59610  -0.245
7 C -1.50034 2.06255 -1.00969  0.236
8 C -2.13297 3.38769 -0.80015  -0.662
9 N -0.32478 1.92026 -1.67474  -0.496
10 C 0.04854 0.60628 -1.72800  0.205
11 C 1.29335 0.18965 -2.41604  -0.669
12 C -0.90264 -0.11628 -1.05667  -0.402
13 S -0.94311 -1.88745 -0.89127  2.344
14 O -2.27028 -2.34929 -1.16691  -0.939
15 O 0.12960 -2.43832 -1.67107  -0.958
16 N -0.61442 -2.24847 0.69640  -0.844
17 C 0.74447 -2.03343 1.13025  -0.280
18 C 1.16652 -0.58968 1.26210  -0.011
19 C 0.29129 0.39267 1.68876  -0.208
20 C 0.68025 1.72070 1.75819  -0.249
21 C 1.96935 2.06854 1.40737  -0.189
22 C 2.87478 1.09787 1.01024  -0.316
23 C 2.48951 -0.23602 0.94239  0.293
24 O 3.30558 -1.27037 0.60541  -0.505
25 C 4.66282 -1.04709 0.28033  -0.060
26 C 4.86691 -0.55795 -1.15067  -0.638
27 H -4.36094 -2.52675 -0.03238  0.244
28 H -5.48621 -1.17053 -0.13747  0.221
29 H -5.76100 -2.44098 1.06603  0.212
30 H -3.78644 -1.75650 2.33948  0.184
31 H -4.70990 -0.26346 1.98323  0.201
32 H -2.30637 3.88301 -1.75482  0.223
33 H -1.49349 4.02946 -0.19362  0.218
34 H -3.08675 3.25204 -0.30013  0.267
35 H 0.19910 2.67898 -2.08213  0.417
36 H 1.36341 -0.89328 -2.38940  0.277
37 H 1.28919 0.52370 -3.45331  0.220
38 H 2.15985 0.62288 -1.91779  0.221
39 H -1.33307 -1.87115 1.29297  0.410
40 H 0.88771 -2.55480 2.08328  0.217
41 H 1.37344 -2.51577 0.37969  0.251
42 H -0.71561 0.12152 1.96744  0.215
43 H -0.02131 2.47234 2.08573  0.214
44 H 2.28714 3.10008 1.45130  0.211
45 H 3.88138 1.39685 0.76256  0.216
46 H 5.12749 -0.36223 1.00060  0.172
47 H 5.12586 -2.03132 0.39561  0.196
48 H 4.33953 -1.21435 -1.83792  0.221
49 H 4.49294 0.45441 -1.28165  0.204
50 H 5.92660 -0.57076 -1.39077  0.218

Computed properties:
LUMO energy (eV): 0.590
HOMO level (eV): -8.37
Spin multiplicity: 1
Relative energy (zero: lowest compared OMol25 entry of this formula, charge and spin) (eV): 0.821
SMILES: CCOC(=O)c1c(C)[nH]c(C)c1S(=O)(=O)NCc1ccccc1OCC